Record 1
Density functional theory data (ωB97M-V/def2-TZVPD) for a molecular structure, C26H38IN6O5Zr.

E_LUMO   -9.894 eV
ΔE to the lowest compared entry with this formula, charge and spin   0.000 eV
HOMO-LUMO gap   6.870 eV

ORCA input file:
```
! wB97M-V def2-TZVPD RIJCOSX def2/J DEFGRID3
* xyz 3 1
Zr -0.4547 -0.0754 0.0205
C 3.7515 -1.1425 1.7122
C 2.9511 -0.2198 2.5778
N 3.5080 0.1842 3.7222
C 2.8679 1.0051 4.5305
C 1.5887 1.5179 4.2866
C 1.0095 2.4189 5.3484
O 0.1151 3.3702 4.7984
C 0.9667 1.0978 3.0989
C -0.3179 1.6304 2.7118
N -1.0289 1.3054 1.6634
C -2.0896 2.2490 1.3725
C -3.2807 2.3064 2.0788
C -4.1995 3.3073 1.7870
C -3.9270 4.2520 0.8075
C -2.7345 4.2045 0.0945
C -1.8348 3.1959 0.3853
I -0.0237 2.9971 -0.6641
C 1.6813 0.2225 2.2541
O 1.0871 -0.1884 1.1015
H 4.0633 -2.0089 2.2952
H 3.1950 -1.4789 0.8391
H 4.6633 -0.6398 1.3867
H 3.3959 1.2937 5.4333
H 0.5051 1.7910 6.0930
H 1.8408 2.9132 5.8538
H -0.0844 4.0384 5.4642
H -0.6933 2.4311 3.3459
H -3.4788 1.6024 2.8773
H -5.1258 3.3594 2.3431
H -4.6381 5.0402 0.5995
H -2.5176 4.9486 -0.6611
C 2.5136 0.8037 -1.4970
O 1.3295 -0.0322 -1.5806
C 1.4105 -1.0311 -2.6191
C 0.6749 -2.2229 -2.0731
O -0.5920 -1.7353 -1.5451
C -1.6644 -1.7370 -2.5245
C -2.8082 -1.0193 -1.8715
O -2.3181 0.2649 -1.3958
C -2.8985 1.3486 -2.1883
H 3.4029 0.1792 -1.5560
H 2.4996 1.3040 -0.5333
H 2.5126 1.5244 -2.3146
H 2.4521 -1.2876 -2.8100
H 0.9756 -0.6376 -3.5392
H 1.2123 -2.6568 -1.2306
H 0.4899 -2.9973 -2.8156
H -1.9269 -2.7675 -2.7668
H -1.3268 -1.2236 -3.4261
H -3.1863 -1.5768 -1.0174
H -3.6328 -0.8724 -2.5656
H -3.9816 1.2895 -2.1087
H -2.5789 1.2429 -3.2239
H -2.5546 2.2870 -1.7820
C -0.7067 -1.8746 2.6978
N -1.3069 -2.8367 3.5646
C -2.6823 -2.4386 3.8757
N -3.4778 -2.3558 2.6457
C -2.9054 -1.3764 1.7742
N -1.4697 -1.7154 1.3687
C -1.5164 -3.1364 0.7802
N -2.1046 -4.0804 1.6752
C -1.3238 -4.1493 2.9139
C -3.4761 -3.6692 1.9921
H 0.3121 -2.1757 2.4545
H -0.7001 -0.9022 3.1867
H -2.6790 -1.4679 4.3752
H -3.1292 -3.1706 4.5453
H -2.8758 -0.4126 2.2782
H -3.5135 -1.2889 0.8713
H -0.4906 -3.4294 0.5511
H -2.0993 -3.1070 -0.1366
H -0.3032 -4.4611 2.6885
H -1.7703 -4.8815 3.5834
H -3.9282 -4.4023 2.6568
H -4.0677 -3.6240 1.0757
*
```


Record 2
Density functional theory data (ωB97M-V/def2-TZVPD) for a molecular structure, C3H3BrO in a non-equilibrium geometry.

E_LUMO   0.544 eV
ΔE to the lowest compared entry with this formula, charge and spin   3.335 eV
HOMO-LUMO gap   10.787 eV

ORCA input file:
```
! wB97M-V def2-TZVPD RIJCOSX def2/J DEFGRID3
* xyz 0 1
C 0.4372 1.7911 1.2518
C 0.1571 0.7766 0.6702
C 0.0854 -0.9040 -0.3479
O -0.1908 -0.5801 -1.6931
Br -1.0871 -2.1485 0.4083
H 0.6069 2.7672 1.5284
H 1.1584 -1.2306 -0.0650
H -1.1670 -0.4717 -1.7527
*
```


Record 3
Density functional theory data (ωB97M-V/def2-TZVPD) for 13 unconnected molecules or ions with the total composition C19H64N2O13 in a non-equilibrium geometry.

E_LUMO   0.070 eV
ΔE to the lowest compared entry with this formula, charge and spin   1.209 eV
HOMO-LUMO gap   9.925 eV

ORCA input file:
```
! wB97M-V def2-TZVPD RIJCOSX def2/J DEFGRID3
* xyz 0 1
O -1.3763 -0.2815 -3.8153
H -0.6442 -0.8056 -3.4486
H -1.1245 -0.1203 -4.7304
O 0.0654 -4.2136 -2.2568
H 0.8987 -4.4881 -2.6505
H 0.0614 -3.2430 -2.3315
O 3.1704 -2.3092 -2.7768
H 4.1243 -2.1692 -2.8067
H 3.0083 -3.0231 -3.4042
O -2.4553 -3.4483 -0.9252
H -2.0959 -2.6046 -1.2137
H -3.2642 -3.2101 -0.4582
O -2.1749 2.1657 -2.5298
H -3.0744 2.1532 -2.1858
H -2.0513 1.2896 -2.9378
O 1.7692 2.5641 2.8537
H 1.5970 3.5153 2.8627
H 1.7957 2.3332 1.9203
C -0.4427 4.3951 0.1420
O 0.0498 5.0643 1.0489
N -1.7801 4.2249 -0.0014
N 0.2746 3.6808 -0.7603
H -2.3701 4.7319 0.6324
H -2.2684 3.8536 -0.7946
H -0.1860 3.0993 -1.4410
H 1.2481 3.5666 -0.5445
C -0.5391 -3.2888 2.4193
C -0.2781 -2.9336 3.8741
C -1.4283 -2.3099 4.6288
O 0.1709 -4.1566 4.5197
H -0.5262 -2.3483 1.8640
H -1.4966 -3.7770 2.2361
H 0.2364 -3.9394 2.0226
H 0.5916 -2.2625 3.9613
H -2.2874 -2.9793 4.5500
H -1.6705 -1.3337 4.2035
H -1.1781 -2.1347 5.6769
H 0.3284 -3.8507 5.4240
C -3.8205 3.3991 2.5777
C -3.2465 2.3436 3.4993
C -1.9010 1.7859 2.9881
O -2.9953 2.8402 4.7925
H -3.0894 4.1902 2.4046
H -4.6958 3.8512 3.0505
H -4.0808 3.0107 1.5918
H -3.9665 1.5193 3.5957
H -1.5088 1.0396 3.6781
H -1.2294 2.6456 2.9876
H -1.9237 1.3234 2.0027
H -3.6040 3.5361 5.0516
C -0.8421 -0.2743 -0.3909
C 0.5385 -0.2905 -0.9628
C 1.6102 -0.1506 0.1193
O 0.7732 -1.5122 -1.6611
H -1.6192 -0.6426 -1.0677
H -1.1668 0.7161 -0.0582
H -1.0786 -0.8336 0.5204
H 0.6800 0.5945 -1.5932
H 1.6357 -0.9023 0.9128
H 1.3699 0.7338 0.7186
H 2.5964 -0.1343 -0.3434
H 1.7237 -1.6062 -1.8506
C 5.5241 0.2905 1.1172
C 5.7461 -1.2036 1.2999
C 4.8271 -2.0253 0.3886
O 7.1085 -1.5440 0.9497
H 4.5548 0.6223 1.4928
H 5.6566 0.5691 0.0712
H 6.2660 0.8454 1.7003
H 5.6304 -1.4498 2.3588
H 4.4326 -1.3979 -0.4097
H 4.0000 -2.3470 1.0223
H 5.3331 -2.8762 -0.0604
H 7.6398 -0.9922 1.5372
C 3.6747 0.7342 -6.2726
C 3.0909 -0.0316 -5.0583
C 3.4281 0.7905 -3.8265
O 1.6883 -0.2025 -5.2013
H 4.7499 0.8825 -6.2376
H 3.1863 1.7134 -6.2589
H 3.3631 0.2059 -7.1750
H 3.4962 -1.0422 -5.0827
H 4.4790 0.9922 -3.6243
H 3.0196 0.3200 -2.9260
H 2.8807 1.7354 -3.8826
H 1.3527 0.5147 -5.7517
C -6.0048 0.3871 0.0022
C -4.6243 -0.2953 -0.0252
C -4.1542 -0.6382 1.3915
O -4.6956 -1.4288 -0.8796
H -6.2263 0.7035 -1.0162
H -5.9889 1.2863 0.6211
H -6.7206 -0.2990 0.4611
H -3.9725 0.4766 -0.4469
H -4.8134 -1.3638 1.8643
H -4.0078 0.2843 1.9543
H -3.1510 -1.0692 1.3179
H -5.6062 -1.7366 -0.8055
*
```


Record 4
Density functional theory data (ωB97M-V/def2-TZVPD) for a single C2H3N3O2 molecule in a non-equilibrium geometry.

E_LUMO   0.480 eV
ΔE to the lowest compared entry with this formula, charge and spin   1.995 eV
SMILES string   Nc1nc(=O)[nH]o1
HOMO-LUMO gap   10.533 eV

ORCA input file:
```
! wB97M-V def2-TZVPD RIJCOSX def2/J DEFGRID3
* xyz 0 1
N -1.8592 -0.4861 0.0431
C -0.5769 -0.3142 -0.0461
N 0.4063 -1.0710 -0.2916
C 1.5473 -0.2972 -0.0749
O 2.7211 -0.6160 0.1137
N 1.1516 0.9827 -0.2317
O -0.2829 0.9900 -0.0605
H -2.2914 -1.2978 0.0241
H -2.3192 0.3997 0.1975
H 1.5033 1.7098 0.3265
*
```


Record 5
Density functional theory data (ωB97M-V/def2-TZVPD) for a molecular structure, C40H90NO12P2 in a non-equilibrium geometry.

E_LUMO   1.773 eV
HOMO-LUMO gap   6.120 eV

ORCA input file:
```
! wB97M-V def2-TZVPD RIJCOSX def2/J DEFGRID3
* xyz -1 1
C 1.9474 -2.2678 2.1748
C 1.4332 -0.8714 1.7894
O 0.4115 -0.9529 0.8336
C 0.2866 0.2577 0.0872
P -1.1629 1.4005 0.6806
N -1.1522 2.4028 -0.7936
C -0.0269 2.5336 1.7018
C 0.5495 3.8114 1.0202
P 2.0667 3.4597 0.0437
O 2.7593 4.7527 -0.2559
O 1.7368 2.7318 -1.3900
C 2.7024 1.7964 -1.8603
C 1.9059 0.7003 -2.6429
O 2.9597 2.5349 1.0717
C 4.3860 2.7247 0.9403
C 5.0613 1.3260 1.1304
O -2.5877 2.1478 1.3784
C -3.7711 1.3381 1.1661
C -4.9099 2.3541 1.3823
C -6.0972 1.9211 2.2823
C -5.7407 1.0283 3.5011
C -5.6996 -0.5031 3.1805
C -4.4954 1.5118 4.2941
C -3.5271 0.7633 -0.2562
C -4.5248 -0.2198 -0.8374
C -4.1170 -0.9346 -1.9869
C -4.9455 -1.8382 -2.6505
C -6.2564 -2.0551 -2.1774
C -6.6568 -1.3731 -1.0291
C -5.8164 -0.4627 -0.3592
O -2.2377 0.2689 -0.2302
H 1.1449 -2.9742 2.4000
H 2.5932 -2.1451 3.0565
H 2.6002 -2.6491 1.3755
H 1.0264 -0.3958 2.6985
H 2.3117 -0.2943 1.4604
H 0.0344 -0.0675 -0.9312
H 1.2500 0.7871 0.0715
H -1.2157 0.5416 1.8598
H -1.9009 3.0808 -0.7989
H -1.2485 1.8308 -1.6182
H -0.5662 2.8014 2.6197
H 0.8468 1.9510 2.0170
H 0.9361 4.4662 1.8176
H -0.1689 4.4156 0.4685
H 3.2441 1.2788 -1.0638
H 3.3777 2.2606 -2.5913
H 2.4882 0.2402 -3.4449
H 0.9492 1.1033 -2.9864
H 1.6380 -0.0756 -1.9168
H 4.6965 3.4348 1.7070
H 4.6519 3.0771 -0.0577
H 5.6031 1.0882 0.2076
H 4.2929 0.5650 1.2779
H 5.7628 1.4001 1.9646
H -3.6152 0.5482 1.9142
H -5.3182 2.5854 0.3849
H -4.4629 3.2646 1.7793
H -6.9254 1.4487 1.7370
H -6.5349 2.8457 2.6931
H -6.5873 1.1231 4.1979
H -5.2849 -1.0766 4.0143
H -6.7473 -0.8165 3.0531
H -5.1982 -0.7245 2.2386
H -4.8516 2.1229 5.1332
H -3.9178 0.6681 4.6828
H -3.8148 2.1454 3.7175
H -3.6789 1.6666 -0.8906
H -3.1192 -0.7566 -2.3754
H -4.5422 -2.3304 -3.5300
H -6.8945 -2.7396 -2.7241
H -7.6702 -1.5395 -0.6729
H -6.1768 0.0483 0.5244
C 5.4084 -5.4363 -0.2091
C 3.9273 -5.0854 -0.1985
C 3.1818 -5.7989 -1.3164
O 3.7640 -3.6795 -0.3323
H 5.8696 -5.1254 -1.1507
H 5.9303 -4.9127 0.5931
H 5.5630 -6.5104 -0.0839
H 3.4928 -5.3598 0.7645
H 3.5746 -5.4991 -2.2921
H 2.1246 -5.5324 -1.2995
H 3.2707 -6.8837 -1.2238
H 4.1421 -3.4139 -1.1813
C 4.4785 -2.1292 -3.8013
C 4.6106 -2.2213 -2.2897
C 5.7068 -1.3052 -1.7846
O 4.8768 -3.5828 -1.9200
H 5.3972 -2.4440 -4.3012
H 3.6840 -2.7887 -4.1570
H 4.2500 -1.1081 -4.1099
H 3.6661 -1.9446 -1.8175
H 6.6787 -1.5868 -2.2009
H 5.7898 -1.3829 -0.6989
H 5.5028 -0.2702 -2.0454
H 5.7075 -3.8391 -2.3318
C -4.7944 6.7198 5.0542
C -5.4060 5.5025 5.7306
C -6.4056 5.9089 6.8038
O -4.3775 4.7021 6.3058
H -4.2517 7.3319 5.7807
H -4.0772 6.4123 4.2927
H -5.5604 7.3385 4.5826
H -5.9028 4.8806 4.9842
H -5.9139 6.4954 7.5856
H -6.8310 5.0262 7.2834
H -7.2189 6.5038 6.3836
H -3.9231 5.2308 6.9690
C -10.0224 -2.2723 3.2004
C -10.2345 -0.7679 3.2803
C -11.6617 -0.3906 2.9108
O -9.3189 -0.1057 2.4129
H -10.1948 -2.6318 2.1819
H -8.9946 -2.5272 3.4612
H -10.6963 -2.8045 3.8749
H -10.0136 -0.4200 4.2905
H -11.8855 -0.6916 1.8834
H -11.7975 0.6904 2.9659
H -12.3833 -0.8675 3.5770
H -9.5024 -0.4006 1.5148
C 5.8492 -4.3656 -8.7532
C 6.1844 -4.2291 -7.2755
C 5.7841 -5.4757 -6.5001
O 5.5221 -3.0896 -6.7314
H 4.7728 -4.4975 -8.8928
H 6.1355 -3.4633 -9.2949
H 6.3637 -5.2186 -9.1996
H 7.2548 -4.0527 -7.1581
H 4.7057 -5.6421 -6.5686
H 6.0241 -5.3620 -5.4422
H 6.2965 -6.3611 -6.8808
H 4.5733 -3.2248 -6.8239
C 9.0321 2.8895 -2.2319
C 8.6229 1.5360 -1.6709
C 9.6451 0.4621 -2.0128
O 7.3451 1.1653 -2.1835
H 9.1004 2.8491 -3.3228
H 8.2870 3.6463 -1.9842
H 9.9981 3.2078 -1.8354
H 8.5149 1.6068 -0.5875
H 9.7324 0.3451 -3.0970
H 9.3352 -0.5030 -1.6090
H 10.6292 0.7088 -1.6102
H 7.4185 1.0979 -3.1415
*
```


Record 6
Density functional theory data (ωB97M-V/def2-TZVPD) for a single C4H4F3I molecule in a non-equilibrium geometry.

E_LUMO (alpha / beta)   -0.901 / -0.331 eV
ΔE to the lowest compared entry with this formula, charge and spin   3.170 eV
HOMO-LUMO gap (alpha / beta)   8.215 / 8.623 eV

ORCA input file:
```
! wB97M-V def2-TZVPD RIJCOSX def2/J DEFGRID3
* xyz 0 1
C 0.1700 0.5605 0.2743
C 0.0180 -0.4685 -0.6894
C 1.6064 0.9269 0.3312
C 2.4970 -0.2837 0.4837
F 1.8840 1.9413 1.3142
F 1.9855 1.4852 -0.8642
F 2.5370 -0.9124 1.6815
I 4.4507 -0.2871 -0.2825
H -0.3505 1.5101 0.0284
H -0.2606 0.4157 1.2640
H 0.0814 -1.5421 -0.4267
H 0.2904 -0.2119 -1.6959
*
```